C3H5NO2 in the gas phase, computed with ωB97M-V/def2-TZVPD.

XYZ file:
```
11
Properties=species:S:1:pos:R:3:forces:R:3
O 2.483 0.166 0.096 -0.659 -0.091 -0.028
C 1.290 0.070 0.067 0.215 0.057 -0.032
N 0.599 -1.123 0.489 -0.262 -0.244 0.188
C -0.515 -1.234 1.195 0.599 0.127 0.072
C -0.889 0.841 -0.711 -0.274 0.019 -0.103
O 0.493 1.038 -0.383 0.168 -0.030 0.074
H 1.052 -1.968 0.156 0.038 0.036 0.134
H -1.232 -0.181 -0.538 0.021 0.257 -0.183
H -0.795 -0.202 1.495 0.054 -0.216 -0.032
H -1.474 1.527 -0.095 0.049 -0.075 -0.163
H -1.012 1.067 -1.770 0.051 0.161 0.074
```
Positions in Å, forces in eV/Å.

## Properties
HOMO-LUMO gap   9.54 eV
Largest force on an atom   0.67 eV Å⁻¹
Spin multiplicity   1
Relative energy (zero: lowest compared OMol25 entry of this formula, charge and spin)   76.18 kcal/mol

natural (NBO) population analysis, charges in e, atoms 1 to 4: atom 1 (O): -0.54, atom 2 (C): 0.89, atom 3 (N): -0.65, atom 4 (C): -0.05